(1)
The following is a DFT calculation (ωB97M-V/def2-TZVPD) of 7 unconnected molecules or ions with the total composition C25H46Cl13NP at a distorted geometry.

Last column: Mulliken charge in e.
Element x y z (Å)
C1 -4.994 1.937 2.664  -1.4161
C2 -4.403 0.930 1.646  1.1136
Cl1 -3.840 1.847 0.178  -0.1653
C3 -5.386 -0.201 1.270  -1.9336
P1 -4.422 -1.821 0.808  1.2290
C4 -3.998 -2.137 2.691  -1.0332
C5 -2.474 -2.035 2.811  0.0618
N1 -1.841 -1.767 3.893  -0.8237
C6 -4.817 -1.729 -1.065  -1.6776
C7 -3.643 -1.265 -1.993  -0.5611
C8 -2.297 -1.917 -1.698  1.1760
C9 -2.130 -3.300 -1.641  -0.2748
C10 -0.902 -3.849 -1.321  -0.7090
C11 0.202 -3.073 -1.040  -0.8626
C12 0.085 -1.687 -1.093  0.0293
C13 -1.152 -1.120 -1.426  0.0865
H1 -5.900 2.431 2.295  0.3235
H2 -4.178 2.649 2.877  0.3278
H3 -5.158 1.393 3.606  0.3233
H4 -3.498 0.531 2.128  -0.2000
H5 -6.022 -0.315 2.169  0.4995
H6 -6.043 0.198 0.480  0.4155
H7 -3.211 -1.011 0.687  -0.6629
H8 -3.679 -3.056 0.537  0.0636
H9 -5.685 -2.573 0.983  -0.1824
H10 -4.510 -1.442 3.376  0.3505
H11 -4.246 -3.182 2.952  0.5246
H12 -1.887 -2.195 1.893  0.4113
H13 -2.548 -1.630 4.621  0.2667
H14 -5.067 -2.764 -1.377  0.5356
H15 -5.696 -1.117 -1.326  0.4526
H16 -3.917 -1.566 -3.026  0.4534
H17 -3.578 -0.184 -1.989  -0.2394
H18 -2.983 -3.956 -1.817  0.3395
H19 -0.795 -4.936 -1.250  0.3102
H20 1.167 -3.495 -0.752  0.4148
H21 0.935 -1.027 -0.877  -0.2584
H22 -1.197 0.010 -1.444  0.4107
Cl2 1.972 0.897 -0.830  -0.0339
C14 3.103 1.901 0.104  -0.6524
C15 4.468 1.268 0.203  -0.1898
Cl3 4.457 -0.202 1.212  -0.2000
H23 2.667 2.076 1.086  0.3177
H24 3.179 2.860 -0.410  0.2802
H25 5.166 1.965 0.666  0.3426
H26 4.855 0.997 -0.778  0.0892
Cl4 -4.510 2.494 -4.733  -0.1988
C16 -3.379 3.481 -3.771  -0.3874
C17 -2.001 2.869 -3.710  -0.6725
Cl5 -1.979 1.367 -2.753  -0.0579
H27 -3.803 3.607 -2.776  0.2659
H28 -3.328 4.459 -4.249  0.3600
H29 -1.311 3.563 -3.228  0.2626
H30 -1.618 2.642 -4.704  0.3301
Cl6 0.899 -0.310 -3.870  0.0121
C18 2.441 -0.583 -4.706  -0.4504
C19 3.171 -1.790 -4.168  -0.3606
Cl7 3.766 -1.531 -2.501  -0.1197
H31 3.041 0.318 -4.610  0.0938
H32 2.212 -0.729 -5.762  0.3504
H33 4.044 -1.998 -4.787  0.1375
H34 2.537 -2.675 -4.162  0.3832
Cl8 5.688 0.878 -4.195  -0.1571
C20 7.261 0.053 -4.079  -0.5038
C21 7.753 -0.425 -5.422  -0.4496
Cl9 6.762 -1.760 -6.067  -0.1836
H35 7.157 -0.769 -3.374  0.2972
H36 7.966 0.773 -3.665  0.3644
H37 8.770 -0.804 -5.327  0.3219
H38 7.753 0.377 -6.156  0.2996
Cl10 6.586 1.663 4.499  -0.1999
C22 5.263 0.514 4.836  -0.3433
C23 5.134 0.210 6.307  -0.4197
Cl11 6.514 -0.737 6.923  -0.1934
H39 5.443 -0.386 4.254  0.2760
H40 4.346 0.976 4.473  0.2477
H41 4.239 -0.386 6.481  0.3098
H42 5.061 1.120 6.899  0.3227
Cl12 -2.659 1.314 5.148  -0.1876
C24 -1.153 1.841 4.365  -0.4536
C25 -0.622 3.124 4.953  -0.4932
Cl13 -1.659 4.526 4.571  -0.2007
H43 -1.345 1.937 3.298  0.2517
H44 -0.428 1.040 4.509  0.4331
H45 0.362 3.339 4.539  0.3099
H46 -0.532 3.060 6.036  0.3305

Results
E ... -7358.71115 Ha
Frontier orbital gap ... 5.31 eV
Charge ... -1
Spin multiplicity ... 1

(2)
The following is a DFT calculation (ωB97M-V/def2-TZVPD) of 8 unconnected molecules or ions with the total composition C25H46FINO10S4 at a distorted geometry.

Last column: Mulliken charge in e.
Element x y z (Å)
C1 -0.202 0.279 -0.121  -0.4150
C2 0.931 1.279 -0.295  0.0201
O1 2.057 0.961 -0.664  -0.4656
N1 0.746 2.714 0.280  0.3486
H1 -0.204 2.693 0.976  0.4415
H2 1.637 3.008 0.743  -0.0216
C3 0.385 3.615 -0.832  -0.6303
H3 0.103 -0.617 0.385  0.2683
H4 -0.375 -0.161 -1.014  0.2918
H5 -1.141 0.813 0.156  0.0428
H6 -0.476 3.335 -1.477  0.1322
H7 1.260 3.624 -1.537  0.3395
H8 0.100 4.525 -0.422  0.3144
I1 4.371 3.531 1.234  -0.8178
O2 -1.498 2.809 1.661  -0.9108
H9 -2.269 2.921 2.049  0.0894
F1 -2.156 8.200 2.210  -0.3127
C4 -0.836 7.923 2.287  0.6441
C5 0.074 8.891 2.360  -0.6754
C6 1.442 8.547 2.303  -0.3514
C7 1.830 7.157 2.125  -0.9173
C8 0.891 6.182 2.165  -0.4359
C9 -0.510 6.583 2.273  -0.4104
H10 -0.185 9.816 2.557  0.5658
H11 2.138 9.292 2.486  0.4253
H12 2.744 6.903 2.250  0.5667
H13 1.181 5.268 2.422  0.6571
H14 -1.388 5.782 2.116  0.2224
C10 5.037 0.222 -1.921  -0.4922
C11 6.390 -0.420 -1.539  -0.7231
C12 6.243 -1.789 -1.217  -0.6662
S1 5.000 -2.432 -2.290  1.0907
O3 4.008 -3.327 -1.680  -0.6051
O4 5.704 -2.868 -3.496  -0.7082
C13 4.202 -0.892 -2.616  -0.3457
H15 5.084 1.108 -2.655  0.2305
H16 4.646 0.597 -1.051  0.2418
H17 6.677 0.239 -0.691  0.3827
H18 7.146 -0.207 -2.317  0.2570
H19 5.897 -2.030 -0.259  0.4061
H20 7.195 -2.364 -1.364  0.3418
H21 3.348 -0.847 -2.234  0.1837
H22 4.052 -0.705 -3.716  0.4067
C14 0.615 -5.945 -3.109  -0.6871
C15 -0.653 -5.878 -2.318  -0.6035
C16 -0.979 -4.510 -2.150  -0.6562
S2 0.489 -3.511 -1.856  1.3860
O5 0.824 -3.578 -0.496  -0.6059
O6 0.425 -2.291 -2.630  -0.7134
C17 1.516 -4.678 -2.694  -0.9593
H23 0.153 -5.872 -4.128  0.2180
H24 1.254 -6.715 -2.970  0.4322
H25 -0.433 -6.338 -1.467  0.3412
H26 -1.521 -6.394 -2.867  0.2889
H27 -1.690 -4.132 -1.411  0.4330
H28 -1.449 -4.204 -3.138  0.2548
H29 2.084 -4.977 -1.918  0.5047
H30 2.260 -4.163 -3.315  0.3822
C18 -1.740 -3.856 5.392  -0.4040
C19 -0.834 -2.804 4.721  -0.8443
C20 -1.123 -2.788 3.323  -0.4609
S3 -1.493 -4.385 2.907  1.2912
O7 -0.338 -5.012 2.420  -0.6728
O8 -2.627 -4.514 2.030  -0.7349
C21 -1.838 -4.989 4.479  -0.9086
H31 -2.823 -3.434 5.069  0.1829
H32 -1.374 -3.988 6.546  0.2661
H33 0.272 -3.039 4.817  0.3299
H34 -0.900 -1.871 5.194  0.4082
H35 -0.441 -2.308 2.671  0.3504
H36 -2.041 -2.175 3.427  0.3110
H37 -0.913 -5.652 4.631  0.3136
H38 -2.618 -5.563 4.324  0.5598
C22 -5.634 0.971 -0.796  -0.4614
C23 -5.181 0.118 -1.915  -0.2953
C24 -5.075 1.015 -2.970  -1.2025
S4 -4.169 2.385 -2.246  1.0478
O9 -4.868 3.619 -2.679  -0.7282
O10 -2.725 2.291 -2.435  -0.5826
C25 -4.602 2.048 -0.619  -0.2975
H39 -5.311 0.195 0.063  0.2428
H40 -6.659 1.366 -0.854  0.3245
H41 -5.750 -0.896 -2.015  0.2805
H42 -4.234 -0.392 -1.626  0.1910
H43 -5.981 1.304 -3.227  0.4703
H44 -4.569 0.627 -3.712  0.6116
H45 -4.827 2.908 0.045  0.3737
H46 -3.716 1.850 -0.148  0.0161

Results
E ... -3777.31468 Ha
Frontier orbital gap ... 6.25 eV
Charge ... -1
Spin multiplicity ... 1

(3)
The following is a DFT calculation (ωB97M-V/def2-TZVPD) of a gas-phase ion, C25H46N (charge +1) at a distorted geometry.

Last column: natural (NBO) charge in e.
Element x y z (Å)
C1 -8.980 -2.884 -1.281  -0.5428
C2 -7.627 -3.222 -0.562  -0.3479
C3 -7.362 -2.134 0.552  -0.3680
C4 -7.101 -0.856 0.067  -0.4934
C5 -6.760 -0.084 1.105  -0.3546
C6 -6.630 1.463 0.895  -0.3977
C7 -5.535 1.655 0.005  -0.3492
C8 -4.092 1.400 0.244  -0.4144
C9 -3.013 1.775 -0.708  -0.3716
C10 -1.543 1.293 -0.109  -0.3565
C11 -0.539 1.897 -1.076  -0.3884
C12 0.807 1.331 -0.761  -0.4068
C13 1.499 1.889 0.376  -0.3747
C14 2.811 1.613 1.089  -0.2694
C15 3.982 1.452 0.103  -0.5143
C16 5.187 1.041 0.784  -0.1790
N1 6.346 0.885 -0.297  -0.2140
C17 6.545 2.205 -0.831  -0.4555
C18 7.655 0.615 0.618  -0.3191
C19 6.189 -0.288 -1.089  -0.2519
C20 5.902 -1.464 -0.544  -0.1100
C21 4.559 -1.994 -0.320  -0.2064
C22 4.380 -3.151 0.428  -0.1341
C23 5.380 -4.165 0.688  -0.2006
C24 6.665 -3.729 0.400  -0.1463
C25 6.983 -2.237 -0.167  -0.1991
H1 -9.163 -3.593 -1.702  0.1541
H2 -9.840 -2.695 -0.598  0.1893
H3 -8.857 -1.954 -1.791  0.1906
H4 -6.856 -3.110 -1.099  0.1705
H5 -8.027 -4.293 -0.061  0.1925
H6 -8.369 -2.243 1.249  0.1842
H7 -6.695 -2.707 1.250  0.2160
H8 -8.150 -0.418 -0.338  0.2163
H9 -6.295 -1.010 -0.564  0.2196
H10 -7.543 0.056 2.085  0.1949
H11 -5.840 -0.280 1.685  0.2057
H12 -7.358 1.914 0.700  0.1876
H13 -6.308 2.068 1.654  0.2023
H14 -5.507 2.852 -0.358  0.1645
H15 -5.625 1.333 -1.061  0.1866
H16 -4.001 0.399 0.751  0.1905
H17 -3.916 1.816 1.254  0.1879
H18 -2.906 2.745 -0.687  0.2062
H19 -3.032 1.193 -1.456  0.1939
H20 -1.546 0.304 0.025  0.1994
H21 -1.213 1.895 0.758  0.1909
H22 -0.848 1.298 -2.004  0.2008
H23 -0.442 2.827 -1.298  0.2091
H24 1.709 1.154 -1.485  0.1863
H25 0.885 0.280 -0.457  0.1992
H26 1.779 3.035 0.139  0.1610
H27 0.833 1.983 1.343  0.2137
H28 3.042 2.076 1.819  0.1689
H29 2.574 0.452 1.475  0.1412
H30 4.010 2.514 -0.228  0.2233
H31 3.585 1.087 -0.901  0.2476
H32 5.636 1.906 1.416  0.2268
H33 4.988 0.181 1.298  0.2357
H34 7.580 2.109 -1.496  0.2382
H35 6.704 3.013 -0.144  0.2525
H36 5.850 2.476 -1.926  0.2674
H37 7.803 1.252 1.277  0.2035
H38 7.422 -0.126 1.208  0.2191
H39 8.359 0.369 0.108  0.1903
H40 5.169 0.092 -1.554  0.2257
H41 6.945 -0.370 -1.762  0.2354
H42 3.837 -1.408 -0.288  0.1825
H43 3.220 -3.358 0.727  0.2289
H44 5.196 -4.947 1.192  0.2103
H45 7.520 -4.306 0.876  0.2286
H46 7.982 -2.164 -0.639  0.2259

Results
E ... -1033.89426 Ha
Frontier orbital gap ... 8.20 eV
Charge ... +1
SMILES ... CCCCCCCCCCCCCCCC[N+](C)(C)Cc1ccccc1
Spin multiplicity ... 1

| no. | HOMO level (eV) |
| --- | --- |
| 1 | -3.6611 |
| 2 | -4.4515 |
| 3 | -10.8330 |